# 1
{"formula": "C7H11N", "method": "ωB97M-V/def2-TZVPD", "elements": ["H", "N", "C", "C", "C", "C", "C", "H", "H", "H", "H", "H", "H", "H", "H", "C", "C", "H", "H"], "positions_angstrom": [[-1.373334, -1.308795, 1.899992], [-0.479658, -0.892101, 1.647020], [-0.502329, -0.121158, 0.609531], [-1.704342, 0.732835, 0.240369], [0.269615, -0.701965, -0.644789], [0.054642, -0.259907, -1.890141], [1.050288, -1.966069, -0.397408], [-2.267972, 0.974027, 1.140300], [-2.349227, 0.227225, -0.476104], [-1.373578, 1.673711, -0.200431], [0.569807, -0.699500, -2.732731], [-0.505448, 0.637866, -2.098241], [1.638239, -1.870288, 0.513951], [1.716723, -2.181314, -1.230777], [0.375752, -2.813590, -0.277636], [1.004751, 1.538591, 0.895890], [1.189157, 2.670979, 1.268664], [1.363964, 0.673748, 0.202459], [1.322950, 3.685707, 1.530082]], "forces_ev_per_angstrom": [[-0.290, 1.569, 1.157], [0.740, -0.725, -1.887], [-2.303, -3.488, -1.250], [0.290, 0.405, 0.294], [-0.376, 0.288, 0.350], [0.448, 0.423, 0.730], [0.226, 0.331, 0.099], [0.011, -0.039, 0.008], [0.058, -0.146, -0.038], [-0.110, -0.009, -0.080], [-0.140, -0.262, -0.020], [-0.171, 0.075, 0.014], [-0.022, -0.153, 0.061], [-0.009, 0.062, -0.088], [-0.007, 0.040, 0.165], [2.883, -0.629, -1.815], [-0.340, -0.308, -0.115], [-0.742, 2.290, 2.066], [-0.146, 0.274, 0.349]], "molar_mass_da": 109.172, "smiles": "[H]/N=C(\\C)C(=C)C.C#C", "lumo_ev": [0.213, 0.213]}

---

# 2
{"formula": "C4H3NO", "method": "ωB97M-V/def2-TZVPD", "elements": ["C", "C", "C", "C", "N", "O", "H", "H", "H"], "positions_angstrom": [[-2.119727, -1.837205, 0.909648], [-1.070555, -1.641682, 0.232042], [0.001321, -0.120877, -0.039945], [0.864259, 1.061286, -0.275448], [-1.066098, -0.114087, 0.717461], [0.084630, -1.368890, -0.510822], [1.900818, 0.612560, -0.553423], [0.827449, 1.660367, 0.676012], [0.577903, 1.748529, -1.155525]], "forces_ev_per_angstrom": [[-1.246, -0.532, 0.725], [2.400, 1.825, -1.210], [-2.319, 2.020, 1.467], [1.622, -0.073, -1.190], [0.633, -0.502, -0.414], [-0.171, -2.005, -0.476], [-1.426, 1.201, 0.819], [0.424, -0.611, -1.049], [0.084, -1.324, 1.328]], "molar_mass_da": 81.074, "lumo_ev": -0.152}

---

# 3
{"formula": "C4H13NO2", "method": "ωB97M-V/def2-TZVPD", "elements": ["C", "O", "C", "C", "C", "O", "H", "H", "H", "H", "H", "H", "H", "H", "H", "N", "H", "H", "H", "H"], "positions_angstrom": [[-0.096480, -0.597375, -1.978819], [-0.897613, 0.179663, -1.002512], [-1.504390, -0.580573, 0.020273], [-0.453319, -1.333379, 0.823106], [0.212542, -0.239420, 1.587696], [-0.981474, -2.385892, 1.623151], [0.983499, -0.475376, -1.675732], [-0.194988, -0.038847, -2.919137], [-2.314885, -1.252240, -0.273772], [-1.960214, 0.167620, 0.679081], [0.312779, -1.789821, 0.208830], [0.547253, 0.352883, 0.741617], [1.082756, -0.567792, 2.152282], [-0.435955, 0.378974, 2.203645], [-1.332407, -2.011880, 2.436996], [1.411670, 2.045799, -0.925055], [1.483216, 2.638155, -1.750812], [1.289419, 2.630299, -0.097404], [0.588186, 1.390745, -1.023308], [2.260406, 1.488458, -0.830125]], "forces_ev_per_angstrom": [[0.425, -0.070, -0.064], [0.038, 0.654, 0.067], [-0.079, -0.207, -0.247], [-0.479, -0.050, 0.698], [1.288, 0.137, 0.257], [-0.124, 0.101, 0.093], [-0.072, -0.186, 0.049], [-0.148, 0.085, -0.105], [0.212, -0.096, -0.695], [-0.143, -0.073, 0.082], [-0.291, -0.148, -0.526], [0.354, 0.577, 0.301], [0.067, -0.017, 0.160], [-0.213, -0.120, 0.145], [-0.075, 0.008, -0.030], [-0.244, 0.146, 0.162], [-0.064, -0.168, -0.079], [-0.005, -0.018, 0.018], [-0.293, -0.424, -0.183], [-0.155, -0.129, -0.103]], "molar_mass_da": 107.153, "lumo_ev": -0.585}